1.
This record from the Open Molecules 2025 dataset describes C35H37FP2W as an isolated structure. The level of theory is wB97M-V/def2-TZVPD.

Properties
- HOMO-LUMO gap (alpha / beta): 6.0607 / 4.2876 eV

The geometry in ORCA input format:
```
! wB97M-V def2-TZVPD RIJCOSX def2/J DEFGRID3
* xyz 2 3
W -0.052 0.217 0.170
C -2.118 -0.121 0.928
C -1.988 -0.420 -0.491
C -2.513 0.533 -1.540
C -1.427 1.289 -2.315
C -0.278 1.651 -1.436
C -0.473 2.229 -0.100
C -1.810 2.423 0.551
C -2.320 1.262 1.449
C 1.996 0.395 -0.369
H -2.316 -0.957 1.609
H -1.912 -1.481 -0.774
H -3.264 1.224 -1.113
H -3.117 -0.053 -2.264
H -1.081 0.694 -3.183
H -1.862 2.199 -2.775
H 0.636 1.962 -1.953
H 0.367 2.844 0.260
H -2.583 2.746 -0.169
H -1.714 3.300 1.220
H -1.903 1.339 2.469
H -3.400 1.431 1.622
H 2.332 -0.148 0.540
H 2.484 1.380 -0.431
H 2.134 -0.229 -1.268
P 0.132 -2.384 -9.440
P 2.156 0.452 -9.712
C -0.367 -0.772 -10.106
C 0.385 0.359 -10.080
C -0.765 -3.551 -10.539
C -1.941 -3.212 -11.216
C -2.586 -4.146 -12.026
C -2.069 -5.434 -12.170
C -0.889 -5.784 -11.497
C -0.231 -4.847 -10.699
C -0.879 -2.480 -7.895
C -0.489 -1.622 -6.847
C -1.221 -1.595 -5.660
C -2.347 -2.420 -5.515
C -2.722 -3.287 -6.546
C -1.970 -3.344 -7.720
C 2.735 1.260 -11.280
C 2.719 0.454 -12.433
C 3.084 0.983 -13.671
C 3.478 2.326 -13.770
C 3.513 3.127 -12.625
C 3.173 2.589 -11.379
C 2.221 1.870 -8.555
C 3.335 1.951 -7.693
C 3.455 3.023 -6.812
C 2.463 4.013 -6.769
C 1.357 3.925 -7.618
C 1.225 2.847 -8.494
H -1.389 -0.690 -10.497
H -0.077 1.301 -10.411
H -2.362 -2.216 -11.116
H -3.497 -3.864 -12.553
H -2.575 -6.165 -12.806
H -0.486 -6.793 -11.601
H 0.698 -5.114 -10.186
H 0.384 -0.977 -6.974
H -0.911 -0.932 -4.848
H -2.925 -2.387 -4.589
H -3.599 -3.929 -6.435
H -2.237 -4.060 -8.498
H 2.407 -0.588 -12.355
H 3.061 0.351 -14.560
H 3.761 2.742 -14.742
H 3.815 4.176 -12.699
H 3.249 3.212 -10.488
H 4.100 1.171 -7.730
H 4.326 3.093 -6.155
H 2.553 4.847 -6.071
H 0.585 4.695 -7.596
H 0.343 2.770 -9.126
F 0.319 -0.174 2.097
*
```

---

2.
This record from the Open Molecules 2025 dataset describes C35H37FeN5O2P as an isolated structure. The level of theory is wB97M-V/def2-TZVPD.

Properties
- HOMO-LUMO gap (alpha / beta): 4.7437 / 5.1798 eV

The geometry in ORCA input format:
```
! wB97M-V def2-TZVPD RIJCOSX def2/J DEFGRID3
* xyz 2 6
Fe -0.468 -0.854 0.352
O 3.095 -0.674 -2.271
C 2.104 -0.688 -1.429
N 1.442 -1.601 0.846
C 1.829 -1.561 2.190
O 2.947 -1.580 2.607
C 0.637 -1.322 3.038
C 0.763 -1.383 4.418
C -0.324 -1.077 5.210
C -1.490 -0.675 4.573
C -1.518 -0.616 3.195
N -0.491 -0.951 2.398
C 0.761 -0.614 -2.300
C 0.982 -1.526 -3.454
C -0.055 -2.081 -4.122
C -1.363 -1.817 -3.646
C -1.504 -1.246 -2.401
N -0.499 -0.842 -1.610
H 1.728 -1.658 4.823
H -0.267 -1.126 6.289
H -2.368 -0.394 5.136
H -2.407 -0.232 2.721
H 2.018 -1.679 -3.725
H 0.095 -2.708 -4.990
H -2.236 -2.089 -4.223
H -2.516 -1.111 -2.030
C 1.178 1.989 3.084
C 1.487 3.059 2.075
C 2.049 4.263 2.490
C 2.381 5.253 1.581
C 2.154 5.053 0.227
C 1.596 3.865 -0.208
C 1.260 2.867 0.708
P 0.658 1.269 0.030
C 0.028 1.676 -1.617
C 0.700 0.937 -2.747
C 0.019 1.151 -4.055
C -1.092 1.909 -4.178
C -1.709 2.512 -3.054
C -1.151 2.373 -1.775
C -1.838 2.993 -0.582
C 2.219 0.494 -0.435
C 3.402 0.624 0.241
C 4.492 -0.273 0.247
C 4.533 -1.662 -0.076
C 3.488 -2.490 -0.318
C 2.119 -1.935 -0.395
C 0.891 -2.686 0.071
H 1.031 2.416 4.075
H 2.007 1.277 3.150
H 0.277 1.444 2.798
H 2.223 4.423 3.548
H 2.822 6.177 1.929
H 2.415 5.821 -0.489
H 1.428 3.707 -1.265
H 1.761 1.212 -2.845
H 0.475 0.696 -4.925
H -1.524 2.066 -5.159
H -2.613 3.094 -3.182
H -2.893 3.172 -0.789
H -1.384 3.952 -0.323
H -1.751 2.344 0.296
H 3.536 1.538 0.816
H 5.416 0.129 0.644
H 5.514 -2.120 -0.043
H 3.645 -3.541 -0.525
H 1.008 -3.695 0.457
H -0.114 -2.444 -0.328
N -5.105 -3.834 -0.449
C -4.681 -2.443 -0.068
C -3.162 -2.364 0.149
N -2.679 -0.990 0.315
H -6.117 -3.888 -0.589
H -4.858 -4.510 0.277
H -4.657 -4.133 -1.319
H -5.221 -2.166 0.836
H -4.986 -1.773 -0.872
H -2.650 -2.804 -0.711
H -2.878 -2.931 1.039
H -3.114 -0.563 1.123
H -2.930 -0.407 -0.480
*
```

---

3.
This record from the Open Molecules 2025 dataset describes C35H37NO2P2Sn as an isolated structure. The level of theory is wB97M-V/def2-TZVPD.

Properties
- HOMO-LUMO gap (alpha / beta): 5.3339 / 4.7878 eV

The geometry in ORCA input format:
```
! wB97M-V def2-TZVPD RIJCOSX def2/J DEFGRID3
* xyz 0 1
Sn 0.045 0.295 2.203
C -1.639 0.807 -2.789
C -1.744 -0.507 -2.643
C -1.150 -1.523 -3.590
C 0.253 -1.197 -4.153
C 1.164 -0.334 -3.350
C 1.194 1.010 -3.346
C 0.254 1.915 -4.077
C -1.202 1.435 -4.081
C 0.838 -0.245 4.141
H -1.973 1.513 -2.032
H -2.448 -0.944 -1.929
H -1.823 -1.649 -4.460
H -1.116 -2.512 -3.100
H 0.771 -2.157 -4.273
H 0.135 -0.803 -5.170
H 2.022 -0.863 -2.946
H 2.092 1.530 -3.034
H 0.590 2.051 -5.119
H 0.310 2.915 -3.620
H -1.833 2.313 -4.279
H -1.359 0.746 -4.924
H 0.777 0.616 4.814
H 1.881 -0.548 4.033
H 0.261 -1.071 4.564
P -1.665 -0.725 0.614
P 2.123 0.020 0.752
C -0.268 -1.210 -0.405
C 1.069 -0.835 -0.405
C -2.522 -2.217 1.159
C -2.861 -3.189 0.198
C -3.573 -4.328 0.582
C -3.919 -4.512 1.929
C -3.552 -3.567 2.893
C -2.854 -2.415 2.522
C -2.863 0.642 0.404
C -2.392 1.977 0.351
C -3.291 3.041 0.403
C -4.666 2.792 0.425
C -5.141 1.480 0.471
C -4.252 0.406 0.493
C 3.477 -1.037 1.306
C 3.214 -2.329 1.812
C 4.273 -3.145 2.215
C 5.590 -2.678 2.107
C 5.861 -1.405 1.578
C 4.806 -0.584 1.179
C 2.672 1.733 0.576
C 2.750 2.627 1.672
C 3.056 3.970 1.436
C 3.245 4.420 0.122
C 3.208 3.526 -0.955
C 2.986 2.172 -0.714
H -0.483 -2.093 -1.030
H 1.704 -1.320 -1.158
H -2.579 -3.028 -0.850
H -3.861 -5.056 -0.179
H -4.484 -5.394 2.215
H -3.822 -3.724 3.937
H -2.575 -1.655 3.261
H -1.320 2.180 0.237
H -2.904 4.064 0.401
H -5.361 3.628 0.410
H -6.214 1.279 0.491
H -4.604 -0.629 0.567
H 2.187 -2.689 1.882
H 4.076 -4.143 2.611
H 6.422 -3.310 2.423
H 6.890 -1.048 1.472
H 4.988 0.408 0.763
H 2.590 2.264 2.692
H 3.151 4.662 2.277
H 3.442 5.478 -0.068
H 3.369 3.864 -1.982
H 3.070 1.416 -1.491
O -2.481 2.878 3.385
N -1.485 2.232 3.608
O -0.525 2.309 2.567
*
```

---

4.
This record from the Open Molecules 2025 dataset describes C35H37NO3P2Pt as an isolated structure. The level of theory is wB97M-V/def2-TZVPD.

Properties
- HOMO-LUMO gap (alpha / beta): 5.7312 / 5.5510 eV

The geometry in ORCA input format:
```
! wB97M-V def2-TZVPD RIJCOSX def2/J DEFGRID3
* xyz 0 3
Pt 0.169 0.081 1.960
C -1.803 0.912 -2.653
C -1.873 -0.416 -2.542
C -1.281 -1.365 -3.546
C 0.053 -0.921 -4.201
C 1.058 -0.179 -3.363
C 1.073 1.133 -3.145
C 0.158 2.075 -3.857
C -1.318 1.621 -3.882
C 1.415 0.558 3.547
H -2.221 1.574 -1.891
H -2.547 -0.880 -1.807
H -2.009 -1.525 -4.362
H -1.143 -2.357 -3.093
H 0.558 -1.839 -4.541
H -0.186 -0.357 -5.111
H 1.920 -0.795 -3.086
H 1.892 1.624 -2.623
H 0.494 2.187 -4.903
H 0.231 3.075 -3.408
H -1.932 2.522 -4.012
H -1.470 1.008 -4.778
H 1.250 1.549 3.975
H 2.477 0.414 3.310
H 1.110 -0.236 4.234
P -1.416 -0.810 0.659
P 1.951 0.022 0.654
C -0.189 -1.394 -0.524
C 1.121 -0.979 -0.570
C -2.411 -2.263 1.110
C -2.823 -3.165 0.112
C -3.607 -4.271 0.454
C -3.954 -4.503 1.794
C -3.550 -3.602 2.787
C -2.781 -2.489 2.449
C -2.584 0.589 0.405
C -2.112 1.918 0.484
C -3.003 2.991 0.405
C -4.375 2.757 0.264
C -4.849 1.442 0.206
C -3.968 0.364 0.293
C 3.382 -0.974 1.151
C 3.152 -2.249 1.703
C 4.233 -3.080 2.012
C 5.543 -2.638 1.787
C 5.769 -1.353 1.286
C 4.697 -0.514 0.976
C 2.529 1.722 0.365
C 2.273 2.745 1.299
C 2.672 4.055 1.035
C 3.278 4.376 -0.181
C 3.529 3.365 -1.115
C 3.220 2.034 -0.815
H -0.500 -2.222 -1.168
H 1.819 -1.381 -1.305
H -2.549 -2.992 -0.931
H -3.949 -4.952 -0.329
H -4.551 -5.379 2.060
H -3.838 -3.760 3.830
H -2.487 -1.769 3.212
H -1.041 2.106 0.616
H -2.624 4.013 0.472
H -5.075 3.597 0.208
H -5.920 1.249 0.113
H -4.351 -0.657 0.295
H 2.131 -2.591 1.882
H 4.050 -4.076 2.414
H 6.386 -3.292 2.011
H 6.787 -0.993 1.124
H 4.867 0.491 0.585
H 1.767 2.510 2.237
H 2.496 4.831 1.783
H 3.549 5.409 -0.406
H 3.961 3.605 -2.085
H 3.480 1.231 -1.510
O -2.494 -0.121 5.221
N -1.542 0.380 4.622
O -0.643 1.072 5.105
O -1.527 0.134 3.233
*
```

---

5.
This record from the Open Molecules 2025 dataset describes C35H38AuN2O10PSTe as an isolated structure. The level of theory is wB97M-V/def2-TZVPD.

Properties
- HOMO-LUMO gap: 6.1993 eV

The geometry in ORCA input format:
```
! wB97M-V def2-TZVPD RIJCOSX def2/J DEFGRID3
* xyz -2 1
Au 0.156 -0.177 -1.835
C -1.659 2.280 3.155
C -1.422 0.782 2.996
C -1.802 0.000 4.237
O -2.162 0.323 1.871
C -1.281 0.045 0.773
C 0.067 0.609 1.293
O -0.071 0.513 2.710
C 1.455 0.144 0.797
O 1.536 0.402 -0.567
C 1.902 -1.282 1.160
C 2.774 -1.914 0.275
C 3.314 -3.151 0.582
C 3.007 -3.778 1.787
C 2.139 -3.155 2.666
C 1.585 -1.919 2.354
C 2.519 1.073 1.446
C 3.260 1.932 0.646
C 4.236 2.752 1.199
C 4.479 2.735 2.562
C 3.744 1.877 3.369
C 2.781 1.049 2.816
C -1.422 -1.408 0.236
O -0.313 -1.699 -0.566
C -1.522 -2.505 1.303
C -2.603 -2.567 2.181
C -2.732 -3.619 3.074
C -1.793 -4.644 3.090
C -0.732 -4.604 2.200
C -0.600 -3.544 1.311
C -2.710 -1.534 -0.602
C -2.848 -2.687 -1.371
C -3.946 -2.868 -2.189
C -4.932 -1.889 -2.257
C -4.809 -0.747 -1.488
C -3.708 -0.574 -0.654
H -2.716 2.469 3.343
H -1.375 2.806 2.246
H -1.068 2.664 3.988
H -2.861 0.139 4.456
H -1.214 0.356 5.084
H -1.608 -1.059 4.082
H -1.579 0.685 -0.061
H 0.050 1.669 1.005
H 2.991 -1.443 -0.674
H 3.978 -3.630 -0.128
H 3.435 -4.745 2.028
H 1.863 -3.640 3.596
H 0.894 -1.461 3.046
H 3.065 1.935 -0.416
H 4.808 3.409 0.554
H 5.239 3.377 2.993
H 3.926 1.845 4.437
H 2.231 0.375 3.455
H -3.353 -1.789 2.154
H -3.577 -3.644 3.753
H -1.899 -5.472 3.783
H 0.007 -5.396 2.196
H 0.229 -3.504 0.618
H -2.059 -3.428 -1.341
H -4.025 -3.763 -2.796
H -5.777 -2.009 -2.924
H -5.553 0.036 -1.552
H -3.635 0.331 -0.066
O -1.529 -1.364 -5.605
S -0.905 -1.540 -4.294
N -1.220 -0.528 -3.246
C 1.315 4.688 -0.597
C 1.305 4.192 -2.026
O -0.017 4.329 -2.555
P -0.866 2.975 -2.815
O -0.692 2.059 -1.625
Te -3.018 3.686 -3.469
O -0.029 2.236 -3.967
C 0.131 2.787 -5.272
C 0.716 1.709 -6.156
H 2.314 4.605 -0.166
H 0.636 4.083 0.003
H 0.994 5.730 -0.551
H 1.642 3.153 -2.078
H 1.962 4.794 -2.660
H 0.794 3.658 -5.204
H -0.845 3.129 -5.635
H 1.618 1.290 -5.711
H 0.954 2.130 -7.137
H 0.000 0.898 -6.287
O 3.767 -0.884 -3.883
N 2.905 -0.790 -3.027
O 1.764 -0.386 -3.455
*
```

---

6.
This record from the Open Molecules 2025 dataset describes C35H38Cl2NOPReSi as an isolated structure. The level of theory is wB97M-V/def2-TZVPD.

Properties
- HOMO-LUMO gap (alpha / beta): 6.7007 / 6.6982 eV

The geometry in ORCA input format:
```
! wB97M-V def2-TZVPD RIJCOSX def2/J DEFGRID3
* xyz 2 2
Re -0.709 -0.182 0.768
Cl -1.535 -4.890 -0.326
C -2.490 -3.896 0.685
C -3.655 -4.416 1.295
C -4.422 -3.648 2.125
Cl -5.821 -4.316 2.861
C -4.080 -2.289 2.398
C -4.782 -1.409 3.241
C -4.322 -0.123 3.405
C -3.183 0.299 2.720
N -2.494 -0.500 1.916
C -2.933 -1.787 1.765
C -2.142 -2.595 0.925
O -1.010 -1.996 0.437
H -3.928 -5.444 1.100
H -5.672 -1.747 3.753
H -4.840 0.575 4.047
H -2.826 1.317 2.816
C -1.849 -1.247 -5.297
C -1.315 -1.964 -4.235
C -1.386 -1.457 -2.947
C -1.995 -0.224 -2.707
C -2.530 0.490 -3.788
C -2.459 -0.019 -5.074
Si -2.173 0.553 -1.036
C -1.328 2.196 -0.757
C -0.428 2.683 -1.724
C -0.031 4.007 -1.706
C -0.483 4.852 -0.697
C -1.345 4.384 0.288
C -1.778 3.070 0.249
H -1.794 -1.646 -6.301
H -0.846 -2.923 -4.411
H -0.968 -2.036 -2.131
H -3.012 1.451 -3.632
H -2.880 0.537 -5.900
H -3.548 0.563 -0.485
H -0.097 2.035 -2.526
H 0.627 4.386 -2.476
H -0.170 5.888 -0.685
H -1.710 5.056 1.053
H -2.522 2.729 0.962
C 1.821 -1.980 2.551
C 2.500 -1.587 1.234
C 2.191 -2.655 0.170
C 4.020 -1.530 1.407
P 1.762 0.000 0.584
C 2.562 0.342 -0.991
C 3.876 0.812 -1.060
C 4.471 1.024 -2.292
C 3.767 0.761 -3.461
C 2.465 0.285 -3.399
C 1.862 0.080 -2.167
C 1.908 1.435 1.788
C 1.980 2.743 1.002
C 3.050 1.409 2.804
C 0.569 1.390 2.548
H 2.147 -2.984 2.826
H 0.729 -2.023 2.458
H 2.077 -1.320 3.379
H 2.586 -3.611 0.520
H 2.678 -2.425 -0.778
H 1.123 -2.779 -0.004
H 4.351 -2.490 1.807
H 4.354 -0.758 2.095
H 4.520 -1.392 0.450
H 4.437 1.019 -0.157
H 5.487 1.391 -2.342
H 4.239 0.922 -4.420
H 1.917 0.068 -4.307
H 0.847 -0.307 -2.125
H 2.897 2.812 0.420
H 1.961 3.577 1.706
H 1.135 2.847 0.325
H 4.016 1.496 2.306
H 3.058 0.517 3.426
H 2.949 2.272 3.466
H -0.351 1.499 1.892
H 0.438 2.292 3.153
H 0.464 0.531 3.215
*
```

---

Q: Which energy relative to the best compared isomer or geometry (same formula, charge and spin) values were calculated for the entries above? A: 0.0 206.9 0.0 0.0 0.0 5.0, in kcal/mol.
Q: Which max |F| values were calculated for the entries above? A: 3.882 2.554 2.860 3.487 0.920 0.761, in eV Å⁻¹.